Entry 1:
DFT (ωB97M-V with the def2-TZVPD basis set) results for C3H3NO2 in the gas phase in a non-equilibrium geometry.

The net charge is 0. As for the SMILES: O=C/C=N\C=O. The largest force on an atom comes out at 4.36 eV/Å. As for the HOMO energy: -9.91 eV. Its total energy is -321.25926 a.u.

Bonds (Å) are listed after each position.
CARTESIAN COORDINATES (ANGSTROEM)
1 O 0.98 0.71 1.79  C2 1.163
2 C 0.34 -0.13 1.31  O1 1.163, C3 1.479, H7 1.214
3 C 0.16 -0.47 -0.12  C2 1.479, N4 1.269, H8 1.012
4 N -0.52 0.36 -0.79  C3 1.269, C5 1.343
5 C -0.83 1.61 -1.17  N4 1.343, O6 1.184, H9 1.141
6 O -1.86 2.20 -1.15  C5 1.184
7 H -0.59 -0.63 1.90  C2 1.214
8 H 0.23 -1.46 -0.33  C3 1.012
9 H 0.15 2.02 -1.61  C5 1.141

Atom charges from the Löwdin analysis, given in e for atoms 1 to 8: number 1, O, carries 0.12; number 2, C, carries -0.28; number 3, C, carries -0.06; number 4, N, carries 0.15; number 5, C, carries -0.40; number 6, O, carries 0.06; number 7, H, carries 0.16; number 8, H, carries 0.08


Entry 2:
DFT (ωB97M-V with the def2-TZVPD basis set) results for 2 unconnected molecules or ions with the total composition C4H10OS in a non-equilibrium geometry.

The net charge is 0. The largest force on an atom comes out at 5.01 eV/Å. As for the HOMO energy: -8.95 eV. Its total energy is -631.68935 a.u.

Bonds (Å) are listed after each position.
CARTESIAN COORDINATES (ANGSTROEM)
1 C 0.81 -1.51 0.85  O2 1.439, C3 1.554, H7 1.090, H8 1.135
2 O 2.07 -2.02 0.40  C1 1.439, H9 0.934
3 C 0.41 -0.41 -0.17  C1 1.554, C4 1.533, H10 1.192, H11 1.065
4 C -0.82 0.43 0.17  C3 1.533, C5 1.576, H12 1.160, H13 1.098
5 C -0.80 1.84 -0.54  C4 1.576, S6 1.876, H14 1.072, H15 1.102
6 S -2.18 2.00 -1.79  C5 1.876
7 H 0.07 -2.32 0.89  C1 1.090
8 H 0.95 -1.08 1.89  C1 1.135
9 H 2.50 -2.27 1.19  O2 0.934
10 H 0.30 -0.82 -1.28  C3 1.192
11 H 1.25 0.25 -0.13  C3 1.065
12 H -0.77 0.62 1.31  C4 1.160
13 H -1.85 0.10 -0.05  C4 1.098
14 H -0.86 2.65 0.17  C5 1.072
15 H 0.10 2.16 -1.08  C5 1.102
16 H -1.19 0.36 -1.84  no bonds

Atom charges from the Löwdin analysis, given in e for atoms 1 to 8: number 1, C, carries -0.25; number 2, O, carries -0.07; number 3, C, carries -0.22; number 4, C, carries -0.33; number 5, C, carries -0.66; number 6, S, carries 0.56; number 7, H, carries 0.11; number 8, H, carries 0.13


Entry 3:
DFT (ωB97M-V with the def2-TZVPD basis set) results for 4 unconnected molecules or ions with the total composition C21H36BrN4O11 in a non-equilibrium geometry.

The net charge is +1. The largest force on an atom comes out at 9.09 eV/Å. As for the HOMO energy: -12.59 eV. Its total energy is -4441.97143 a.u.

Bonds (Å) are listed after each position.
CARTESIAN COORDINATES (ANGSTROEM)
1 C 5.52 -0.21 0.78  C2 1.639, H20 1.193, H21 1.174, H22 1.182
2 C 4.94 -1.49 -0.07  C1 1.639, C3 1.640, H23 1.194, H24 1.185
3 C 4.41 -1.13 -1.58  C2 1.640, O4 1.472, H25 1.171, H26 1.194
4 O 2.97 -0.84 -1.69  C3 1.472, C5 1.472
5 C 2.16 -2.07 -1.71  O4 1.472, N6 1.542, H27 1.180, H28 1.180
6 N 0.70 -1.83 -1.25  C5 1.542, C7 1.387, H29 1.061
7 C 0.45 -1.53 0.07  N6 1.387, N8 1.524, N16 1.512
8 N -0.94 -1.23 0.64  C7 1.524, C9 1.537, H30 1.044
9 C -0.88 -0.01 1.58  N8 1.537, C10 1.638, H31 1.194, H32 1.188
10 C 0.44 0.94 1.36  C9 1.638, C11 1.639, C15 1.659, H33 1.194
11 C 0.39 1.92 0.05  C10 1.639, C12 1.639, H34 1.194, H35 1.194
12 C -0.75 1.53 -1.07  C11 1.639, O13 1.363, Br14 2.001
13 O -0.31 0.98 -2.23  C12 1.363
14 Br -2.72 1.83 -0.93  C12 2.001
15 C 1.81 0.01 1.47  C10 1.659, N16 1.513, H36 1.175, H37 1.185
16 N 1.61 -1.43 1.03  C7 1.512, C15 1.513, C17 1.512
17 C 1.51 -2.38 2.20  N16 1.512, C18 1.668, H38 1.179, H39 1.194
18 C 0.99 -3.90 1.74  C17 1.668, N19 1.543, H40 1.185, H41 1.170
19 N 1.56 -4.87 2.80  C18 1.543, H42 1.044, H43 1.053
20 H 6.02 -0.67 1.77  C1 1.193
21 H 4.71 0.55 1.16  C1 1.174
22 H 6.33 0.43 0.21  C1 1.182
23 H 5.85 -2.24 -0.21  C2 1.194
24 H 4.14 -2.07 0.58  C2 1.185
25 H 4.98 -0.19 -1.98  C3 1.171
26 H 4.61 -2.11 -2.24  C3 1.194
27 H 2.17 -2.55 -2.78  C5 1.180
28 H 2.63 -2.86 -0.97  C5 1.180
29 H -0.12 -1.87 -1.92  N6 1.061
30 H -1.22 -2.08 1.18  N8 1.044
31 H -0.78 -0.48 2.67  C9 1.194
32 H -1.91 0.58 1.61  C9 1.188
33 H 0.48 1.66 2.31  C10 1.194
34 H 0.25 3.07 0.33  C11 1.194
35 H 1.43 1.88 -0.52  C11 1.194
36 H 2.58 0.49 0.72  C15 1.175
37 H 2.28 0.04 2.55  C15 1.185
38 H 0.92 -1.96 3.12  C17 1.179
39 H 2.63 -2.56 2.59  C17 1.194
40 H 1.36 -4.17 0.65  C18 1.185
41 H -0.18 -3.94 1.80  C18 1.170
42 H 1.96 -5.71 2.33  N19 1.044
43 H 0.72 -5.13 3.39  N19 1.053
44 C -1.38 1.45 -5.92  C45 1.494, O49 1.415, H50 1.093, H51 1.095
45 C -0.38 0.49 -5.35  C44 1.494, O46 1.415, H52 1.095, H53 1.093
46 O -0.89 -0.77 -5.71  C45 1.415, C47 1.365
47 C -1.69 -0.58 -6.80  O46 1.365, O48 1.220, O49 1.365
48 O -2.16 -1.48 -7.48  C47 1.220
49 O -1.90 0.75 -7.04  C44 1.415, C47 1.365
50 H -0.93 2.39 -6.23  C44 1.093
51 H -2.20 1.65 -5.22  C44 1.095
52 H 0.61 0.62 -5.80  C45 1.095
53 H -0.29 0.58 -4.27  C45 1.093
54 C -1.09 5.91 3.98  C55 1.494, O59 1.415, H60 1.093, H61 1.095
55 C 0.01 5.85 2.97  C54 1.494, O56 1.415, H62 1.095, H63 1.093
56 O 0.52 4.54 3.14  C55 1.415, C57 1.365
57 C -0.48 3.79 3.69  O56 1.365, O58 1.220, O59 1.365
58 O -0.44 2.57 3.81  C57 1.220
59 O -1.53 4.57 4.08  C54 1.415, C57 1.365
60 H -1.91 6.56 3.65  C54 1.093
61 H -0.75 6.25 4.96  C54 1.095
62 H -0.35 5.95 1.94  C55 1.095
63 H 0.79 6.59 3.16  C55 1.093
64 C -5.33 -0.26 0.52  C65 1.494, O69 1.415, H70 1.093, H71 1.095
65 C -5.29 -1.59 -0.17  C64 1.494, O66 1.415, H72 1.095, H73 1.093
66 O -6.51 -2.20 0.22  C65 1.415, C67 1.365
67 C -7.37 -1.19 0.57  O66 1.365, O68 1.220, O69 1.365
68 O -8.55 -1.35 0.79  C67 1.220
69 O -6.72 0.01 0.62  C64 1.415, C67 1.365
70 H -4.82 0.52 -0.04  C64 1.093
71 H -4.91 -0.31 1.53  C64 1.095
72 H -5.29 -1.48 -1.26  C65 1.095
73 H -4.44 -2.19 0.13  C65 1.093

Atom charges from the Löwdin analysis, given in e for atoms 1 to 8: number 1, C, carries -0.14; number 2, C, carries -0.22; number 3, C, carries -0.18; number 4, O, carries -0.20; number 5, C, carries -0.14; number 6, N, carries 0.19; number 7, C, carries -0.12; number 8, N, carries 0.04


Entry 4:
DFT (ωB97M-V with the def2-TZVPD basis set) results for 2 unconnected molecules or ions with the total composition C9H14O2 in a non-equilibrium geometry.

The net charge is 0. As for the SMILES: Cc1ccc(O)cc1.CCO. The largest force on an atom comes out at 7.22 eV/Å. As for the HOMO energy: -8.62 eV. Its total energy is -501.72921 a.u.

Bonds (Å) are listed after each position.
CARTESIAN COORDINATES (ANGSTROEM)
1 C -2.22 -0.50 2.06  C2 1.528, H9 1.067, H10 1.115, H11 1.123
2 C -1.11 -0.85 1.07  C1 1.528, C3 1.410, C8 1.374
3 C -1.24 -0.81 -0.34  C2 1.410, C4 1.375, H12 1.108
4 C -0.32 -1.39 -1.18  C3 1.375, C5 1.377, H13 1.085
5 C 0.89 -1.68 -0.59  C4 1.377, O6 1.409, C7 1.431
6 O 1.85 -1.97 -1.59  C5 1.409, H14 1.011
7 C 1.17 -1.73 0.81  C5 1.431, C8 1.447, H15 0.992
8 C 0.09 -1.21 1.63  C2 1.374, C7 1.447, H16 1.116
9 H -3.13 -1.03 1.88  C1 1.067
10 H -2.49 0.57 1.92  C1 1.115
11 H -2.00 -0.42 3.16  C1 1.123
12 H -2.26 -0.56 -0.68  C3 1.108
13 H -0.57 -1.45 -2.23  C4 1.085
14 H 2.74 -1.60 -1.27  O6 1.011
15 H 1.97 -2.18 1.19  C7 0.992
16 H 0.20 -1.29 2.73  C8 1.116
17 C -0.42 3.09 -1.55  C18 1.583, H20 1.205, H21 1.146, H22 1.057
18 C -0.05 2.38 -0.18  C17 1.583, O19 1.472, H23 1.166, H24 1.122
19 O 1.25 3.00 0.14  C18 1.472, H25 0.944
20 H -1.59 3.03 -1.79  C17 1.205
21 H 0.03 2.42 -2.36  C17 1.146
22 H 0.02 4.05 -1.58  C17 1.057
23 H -0.59 2.78 0.77  C18 1.166
24 H 0.13 1.29 -0.33  C18 1.122
25 H 1.84 2.36 -0.22  O19 0.944

Atom charges from the Löwdin analysis, given in e for atoms 1 to 8: number 1, C, carries -0.06; number 2, C, carries -0.30; number 3, C, carries -0.07; number 4, C, carries -0.03; number 5, C, carries -0.30; number 6, O, carries -0.02; number 7, C, carries 0.03; number 8, C, carries -0.04


Entry 5:
DFT (ωB97M-V with the def2-TZVPD basis set) results for a gas-phase ion, C7H16N4O2 (charge +2) in a non-equilibrium geometry.

The net charge is +2. As for the SMILES: CC(=[NH2+])[C@@](N)(O)/C(N)=C\C([NH3+])=C\O. The largest force on an atom comes out at 5.85 eV/Å. As for the HOMO energy: -14.69 eV. Its total energy is -645.14580 a.u.

Bonds (Å) are listed after each position.
CARTESIAN COORDINATES (ANGSTROEM)
1 C -0.64 2.40 -1.07  C2 1.530, H14 1.100, H15 1.066, H16 1.135
2 C -0.52 0.93 -1.46  C1 1.530, N3 1.280, C4 1.470
3 N -1.56 0.48 -2.07  C2 1.280, H17 1.085, H18 1.019
4 C 0.67 0.10 -1.22  C2 1.470, N5 1.467, O6 1.414, C7 1.510
5 N 0.46 -1.35 -1.25  C4 1.467, H19 0.980, H20 1.014
6 O 1.42 0.62 -2.30  C4 1.414, H21 0.955
7 C 1.31 0.34 0.12  C4 1.510, N8 1.386, C9 1.362
8 N 2.42 1.14 -0.05  C7 1.386, H22 0.979, H23 0.962
9 C 1.04 -0.29 1.30  C7 1.362, C10 1.471, H24 1.133
10 C -0.20 -0.92 1.78  C9 1.471, N11 1.504, C12 1.364
11 N -0.14 -1.84 2.98  C10 1.504, H25 0.985, H26 1.093, H27 1.101
12 C -1.44 -0.76 1.24  C10 1.364, O13 1.352, H28 1.072
13 O -2.48 -1.59 1.49  C12 1.352, H29 1.021
14 H 0.23 2.73 -0.48  C1 1.100
15 H -1.60 2.63 -0.66  C1 1.066
16 H -0.84 2.96 -2.04  C1 1.135
17 H -1.79 -0.53 -2.36  N3 1.085
18 H -2.15 1.25 -2.37  N3 1.019
19 H 0.08 -1.73 -2.07  N5 0.980
20 H 1.19 -2.00 -0.98  N5 1.014
21 H 2.27 0.20 -2.39  O6 0.955
22 H 3.02 1.19 0.73  N8 0.979
23 H 2.53 1.80 -0.75  N8 0.962
24 H 1.88 -0.40 2.05  C9 1.133
25 H -0.51 -1.59 3.85  N11 0.985
26 H 0.93 -1.99 3.12  N11 1.093
27 H -0.59 -2.80 2.68  N11 1.101
28 H -1.60 0.19 0.77  C12 1.072
29 H -3.39 -1.14 1.40  O13 1.021

Atom charges from the Löwdin analysis, given in e for atoms 1 to 8: number 1, C, carries 0.06; number 2, C, carries -0.20; number 3, N, carries 0.27; number 4, C, carries -0.49; number 5, N, carries 0.15; number 6, O, carries 0.07; number 7, C, carries -0.23; number 8, N, carries 0.18


Entry 6:
DFT (ωB97M-V with the def2-TZVPD basis set) results for 2 unconnected molecules or ions with the total composition C2H5FO in a non-equilibrium geometry.

The net charge is 0. The largest force on an atom comes out at 5.51 eV/Å. As for the HOMO energy: -10.21 eV. Its total energy is -254.25025 a.u.

Bonds (Å) are listed after each position.
CARTESIAN COORDINATES (ANGSTROEM)
1 C -0.96 -0.33 0.39  C2 1.541, H5 1.078, H6 1.122, H7 1.050
2 C 0.40 0.02 -0.26  C1 1.541, O3 1.332, F4 1.390
3 O 0.85 1.21 0.16  C2 1.332, H9 0.921
4 F 1.34 -0.97 -0.02  C2 1.390
5 H -0.80 0.04 1.39  C1 1.078
6 H -1.85 0.10 -0.13  C1 1.122
7 H -1.20 -1.33 0.17  C1 1.050
8 H 0.48 0.08 -1.71  no bonds
9 H 1.75 1.18 0.00  O3 0.921

Atom charges from the Löwdin analysis, given in e for atoms 1 to 8: number 1, C, carries -0.01; number 2, C, carries -0.53; number 3, O, carries 0.04; number 4, F, carries -0.02; number 5, H, carries 0.08; number 6, H, carries 0.10; number 7, H, carries 0.06; number 8, H, carries 0.20